This record from OMol25 describes C39H33CdF3N8O4S as an isolated structure. The level of theory is ωB97M-V with the def2-TZVPD basis set.

The geometry in XYZ format:
```
89
Properties=species:S:1:pos:R:3:forces:R:3:mulliken_charge:R:1
Cd -0.55209 0.61195 1.41921 -0.2 0.1 0.1 2.87
O -2.72680 0.55660 0.47209 0.0 0.1 0.1 -0.67
C -3.28421 -0.43732 -0.06680 0.0 0.0 -0.1 0.28
C -4.13675 -0.25244 -1.21331 0.0 0.1 0.0 -0.72
C -4.75060 -1.28941 -1.85854 -0.1 0.0 -0.1 -0.39
C -4.59730 -2.61618 -1.42393 0.0 -0.1 0.1 -0.75
C -3.81351 -2.83609 -0.31509 0.0 0.0 0.0 -0.68
C -3.15465 -1.80595 0.37636 0.0 0.0 0.0 0.98
C -2.34685 -2.21686 1.49977 0.1 0.0 0.0 -0.44
N -1.56767 -1.49795 2.21175 0.0 -0.1 -0.1 0.06
C -0.78152 -2.16997 3.22716 -0.1 -0.1 0.0 -1.56
C 1.45466 -1.03609 3.45744 0.1 0.0 0.1 -0.77
N 0.62966 0.15861 3.45846 0.1 0.1 -0.1 0.19
C 0.88151 1.04259 4.34325 0.0 -0.1 0.0 -1.21
C 0.13198 2.24889 4.58701 0.0 0.0 0.0 0.92
C 0.67051 3.15875 5.50598 0.0 0.1 0.0 -0.63
C 0.01408 4.30895 5.88281 0.1 0.0 0.0 -0.72
C -1.25420 4.54948 5.33258 -0.1 0.1 0.0 -0.39
C -1.82387 3.67741 4.44375 0.0 0.0 0.0 -0.41
C -1.16351 2.47997 4.00310 0.0 0.0 0.1 0.23
O -1.72730 1.70523 3.17447 0.1 0.0 0.0 -0.82
H -4.25101 0.76924 -1.55751 0.0 0.0 0.0 0.39
H -5.36327 -1.08188 -2.73182 0.0 0.0 0.0 0.37
H -5.07207 -3.43614 -1.94611 0.0 0.0 0.0 0.41
H -3.67620 -3.85189 0.04784 0.0 0.0 0.0 0.24
H -2.41901 -3.29741 1.72567 0.0 0.0 0.0 0.14
H -1.09811 -3.22290 3.33477 0.0 0.1 0.0 0.53
H -0.92853 -1.66036 4.18035 0.0 0.0 0.0 0.26
H 2.38105 -0.28958 1.69867 0.0 0.0 0.0 -0.17
H 1.74713 -1.28648 4.48850 0.0 0.0 -0.1 0.40
H 1.72559 0.87761 5.03301 -0.1 0.0 0.0 0.22
H 1.64981 2.93738 5.92140 0.0 0.0 0.0 0.30
H 0.46098 5.00560 6.58033 0.0 0.0 0.0 0.37
H -1.79891 5.44540 5.61822 0.0 0.0 0.0 0.34
H -2.80559 3.86549 4.02383 0.0 0.0 0.0 0.36
N 1.99754 2.12661 -5.99263 0.0 0.0 0.0 -0.65
C 2.35755 2.17419 -4.62842 0.0 0.0 0.1 1.20
C 1.82472 1.25518 -3.72716 0.0 0.0 0.0 -0.65
C 2.19770 1.28383 -2.39488 0.0 0.0 0.0 -0.03
C 3.10515 2.23494 -1.94805 0.0 0.0 0.1 -0.67
C 3.63624 3.15263 -2.83460 0.0 0.1 0.1 -0.26
C 3.27261 3.11847 -4.17287 0.0 0.0 0.0 -0.77
S 3.55941 2.24548 -0.21998 0.0 0.1 0.0 1.43
O 4.34387 3.44182 0.01058 0.0 0.0 -0.1 -0.78
O 4.24168 0.99163 0.00960 -0.1 -0.1 0.0 -0.76
N 2.17730 2.17904 0.57269 -0.1 0.1 0.0 -0.25
C 1.26652 3.15611 0.48394 0.0 -0.1 -0.5 -0.03
N 0.06483 2.87944 1.07293 0.1 -0.1 0.1 0.14
C -0.86088 3.82024 1.10133 -0.1 0.2 0.0 -0.43
C -0.67348 5.06494 0.51519 -0.1 -0.1 0.1 -1.02
C 0.51834 5.21700 -0.17646 0.0 0.0 0.0 -0.27
N 1.46811 4.30338 -0.21817 0.1 0.0 0.1 -0.47
H 1.09481 1.69948 -6.13637 0.0 0.0 0.0 0.24
H 2.02295 3.03374 -6.43262 0.0 0.0 0.0 0.21
H 1.10320 0.51995 -4.06713 0.0 0.0 0.0 0.30
H 1.75891 0.58577 -1.69233 0.0 0.0 0.0 0.04
H 4.31673 3.90368 -2.45806 0.0 0.0 0.0 0.45
H 3.69001 3.83874 -4.86965 0.0 0.0 0.0 0.25
H -1.78987 3.54454 1.59518 0.1 0.0 -0.1 0.56
H -1.43119 5.83365 0.54898 0.0 0.0 0.0 0.36
H 0.71235 6.12547 -0.74646 0.0 0.0 0.0 0.36
F -1.22910 -5.50142 -6.00196 -0.2 0.1 0.2 -0.28
C -2.19321 -5.09095 -5.12622 0.0 -0.1 -0.1 0.87
F -2.64869 -6.22741 -4.53844 0.1 0.1 -0.1 -0.28
F -3.20612 -4.61902 -5.88812 0.1 -0.1 0.1 -0.30
C -1.68916 -4.09543 -4.13805 0.0 0.0 0.0 0.52
C -0.81758 -4.51760 -3.13742 -0.1 0.0 -0.1 -0.99
C -0.32290 -3.60861 -2.22598 0.0 0.1 0.0 -0.21
C -0.68255 -2.25308 -2.28563 0.0 0.0 -0.1 0.73
C -1.55805 -1.84986 -3.30138 0.0 0.0 0.0 -0.09
C -2.05776 -2.75835 -4.21384 0.0 0.0 0.0 -0.88
C -0.22162 -1.32099 -1.31406 0.0 0.0 0.2 -0.37
C 0.00180 -0.55777 -0.38550 0.1 -0.1 -0.1 -1.03
H -0.53561 -5.56137 -3.07047 0.0 0.0 0.0 0.37
H 0.34529 -3.93272 -1.44142 0.0 0.0 0.0 0.34
H -1.86818 -0.81566 -3.33331 0.0 0.0 0.0 0.61
H -2.75016 -2.42990 -4.97779 0.0 0.0 0.0 0.39
C 2.66912 -3.62739 0.28675 0.0 0.0 0.0 -1.06
N 2.29476 -2.91269 1.49020 -0.3 0.1 0.1 0.46
C 3.27081 -2.20293 2.20546 0.1 0.1 0.0 -1.53
C 2.69207 -0.86454 2.58457 0.0 0.0 0.0 0.26
N 0.64114 -2.14684 2.93600 0.2 -0.1 -0.2 0.28
C 1.03425 -2.81958 1.81033 0.1 0.0 0.1 -0.23
H 3.68817 -3.98834 0.41723 0.0 0.0 0.0 0.45
H 2.62200 -2.95250 -0.56999 0.0 0.0 0.0 0.25
H 2.00477 -4.47884 0.13028 0.0 0.0 0.0 0.39
H 4.18672 -2.13825 1.62414 0.0 0.0 0.0 0.34
H 3.41382 -0.23963 3.11031 0.0 0.0 0.1 0.62
H 0.28737 -3.33247 1.22502 0.0 0.0 0.0 0.33
```
Forces are in eV/Å.

Its max |F| is 0.5 eV Å⁻¹. For the energy, the calculation gives -84641.642 eV. The spin multiplicity is 1. Its net charge is -2. Its lowest unoccupied orbital energy is 4.175 eV. Its HOMO-LUMO gap is 0.2033 Ha.

***

This record from OMol25 describes C27H18Cl2KN6O2 as an isolated structure at a distorted geometry. The level of theory is ωB97M-V with the def2-TZVPD basis set.

The geometry in XYZ format:
```
56
Properties=species:S:1:pos:R:3:forces:R:3:mulliken_charge:R:1
K 0.71046 0.30787 -0.11268 0.1 -1.6 -0.5 0.54
Cl 3.07829 7.05192 -1.02139 0.0 -0.1 0.1 -0.26
C 2.69049 5.51718 -0.27876 0.0 0.0 0.0 0.06
C 2.10249 4.53113 -1.05043 0.0 -0.1 -0.1 -0.42
C 1.74462 3.28946 -0.52358 0.1 -0.1 -0.1 -0.07
N 0.99924 2.36900 -1.28417 0.1 1.1 -0.3 -0.48
C 1.33912 2.07625 -2.52264 0.2 0.2 -0.1 0.48
O 2.37390 2.33322 -3.17070 -0.2 0.1 0.0 -0.76
C 0.24823 1.30489 -3.27661 0.0 -0.1 0.1 0.20
C 0.20264 1.43431 -4.66443 0.0 0.0 0.0 -0.74
C -0.80807 0.81116 -5.36894 0.0 0.0 0.0 -0.23
C -1.73635 0.04185 -4.67827 0.0 0.0 0.0 -0.87
C -1.59492 -0.06695 -3.30815 0.2 0.0 0.1 -0.02
N -0.63581 0.54888 -2.61129 0.0 0.1 -0.1 0.14
C 2.04394 3.02161 0.83843 -0.1 0.0 0.1 0.09
C 2.62312 4.03909 1.60107 0.2 -0.2 0.0 -0.39
C 2.94617 5.27146 1.06158 0.0 0.0 0.0 0.11
Cl 3.66818 6.48314 2.09385 0.0 0.0 -0.1 -0.26
N 1.59869 1.83411 1.43676 0.4 1.0 0.7 -0.50
C 2.35565 1.10785 2.23290 0.2 0.2 0.1 0.49
O 3.57979 1.15449 2.47249 -0.2 0.0 0.1 -0.77
C 1.55203 0.03324 2.97813 -0.1 0.0 -0.1 0.24
C 2.03212 -0.42180 4.20505 0.0 0.0 0.0 -0.63
C 1.27818 -1.32664 4.92733 0.0 0.0 0.0 -0.29
C 0.07648 -1.77983 4.39619 0.0 0.0 0.0 -0.84
C -0.30167 -1.30911 3.15134 0.1 0.1 -0.1 -0.07
N 0.40933 -0.42270 2.45051 0.0 -0.1 0.4 0.17
H 1.90617 4.72517 -2.09639 0.0 0.0 0.0 0.45
H 0.97259 2.02775 -5.13816 0.0 0.0 0.0 0.46
H -0.87650 0.91819 -6.44500 0.0 0.0 0.0 0.41
H -2.54434 -0.46832 -5.18623 0.0 0.0 0.0 0.39
H -2.28184 -0.68291 -2.73412 0.0 0.0 0.0 0.26
H 2.84718 3.83865 2.64068 0.0 0.0 0.0 0.46
H 2.98420 -0.04073 4.54913 0.0 0.0 0.0 0.47
H 1.61694 -1.67753 5.89510 0.0 0.0 0.0 0.40
H -0.54937 -2.48559 4.92720 0.0 0.0 0.0 0.40
H -1.22012 -1.65950 2.68755 0.0 0.0 0.0 0.31
N -2.27507 -0.11333 0.07617 -0.1 -0.2 0.1 0.13
C -2.65084 -1.43238 0.08588 0.1 0.1 0.0 0.59
C -3.95843 -1.81837 0.28268 -0.1 -0.1 0.0 -0.81
C -4.31708 -3.17735 0.37549 0.0 0.1 0.0 -0.59
C -3.38507 -4.17002 0.28190 0.1 0.0 0.0 -0.98
C -2.02727 -3.81687 0.08134 0.0 0.0 0.0 0.88
C -0.98671 -4.77479 0.01316 -0.1 0.0 0.0 -0.70
C 0.30268 -4.37127 -0.14713 0.1 0.0 0.0 -0.71
C 0.56739 -2.98978 -0.26857 -0.1 0.0 -0.1 -0.32
N -0.36312 -2.07374 -0.23235 -0.4 -0.5 0.0 0.30
C -1.65329 -2.46151 -0.03629 0.1 0.1 0.0 0.18
H -3.00280 0.57573 0.00428 0.0 0.0 0.0 0.29
H -1.41507 0.14597 -0.37657 -0.6 -0.1 -0.3 -0.49
H -4.72064 -1.05394 0.38017 0.0 0.0 0.0 0.36
H -5.35863 -3.43084 0.53037 0.0 0.0 0.0 0.37
H -3.65874 -5.21510 0.36341 0.0 0.0 0.0 0.37
H -1.23562 -5.82668 0.10381 0.0 0.0 0.0 0.39
H 1.11752 -5.08125 -0.18488 0.0 0.0 0.0 0.40
H 1.58954 -2.64477 -0.40619 0.0 0.0 0.0 0.40
```
Forces are in eV/Å.

Its max |F| is 1.6 eV Å⁻¹. For the energy, the calculation gives -82700.493 eV. The spin multiplicity is 1. Its net charge is -1. Its lowest unoccupied orbital energy is 1.963 eV. Its HOMO-LUMO gap is 0.2147 Ha.

***

This record from OMol25 describes one molecule with the formula C2H4N2O2 at a distorted geometry. The level of theory is ωB97M-V with the def2-TZVPD basis set.

The geometry in XYZ format:
```
10
Properties=species:S:1:pos:R:3:forces:R:3:mulliken_spin:R:1
C -0.82226 0.67731 -0.53949 -1.2 2.6 -0.2 0.03
C 0.55800 0.31097 -0.06323 -0.3 -0.3 -2.1 -0.03
N -0.19070 -0.38021 -1.15987 0.8 -3.5 -1.3 0.07
N 0.69212 -0.50822 1.06648 0.6 3.0 -4.7 0.43
O 1.78176 -0.38770 1.64823 3.8 -0.5 3.8 0.78
O -0.27316 -1.12359 1.47776 -3.8 -3.2 3.1 0.72
H -1.73396 0.37015 -0.01047 0.6 0.8 0.5 0.00
H -0.91196 1.58157 -1.21192 -0.1 -0.8 1.1 0.00
H 1.57797 0.79592 -0.28362 -2.2 -0.6 0.0 0.00
H -0.67781 -1.33621 -0.92388 1.8 2.4 -0.1 -0.01
```
Forces are in eV/Å.

Its max |F| is 5.9 eV Å⁻¹. For the energy, the calculation gives -9205.784 eV. The spin multiplicity is 3. Its lowest unoccupied orbital energy (alpha / beta) is 1.029 / -3.634 eV. Its HOMO-LUMO gap (alpha / beta) is 0.3283 / 0.2220 Ha.